No. 1
A cluster of 10 separate species, C5H31N2O10 in total at a distorted geometry, computed with ωB97M-V/def2-TZVPD.

Element x y z (Å)
C  -1.00083  0.26252  2.81044
O  -2.36561  -0.00276  2.38016
C  0.02640  -0.42301  1.94539
C  0.35486  0.56319  0.74623
C  -0.32385  0.08569  -0.54155
C  0.27836  -0.26230  -1.75023
N  -0.32444  -0.13091  -2.98532
N  -1.75031  0.24210  -0.48920
H  -0.70142  1.40262  2.92726
H  -0.98369  -0.21334  3.86484
H  -2.44536  -1.02924  2.45789
H  -0.31912  -1.46627  1.68657
H  1.00542  -0.76814  2.45043
H  -0.06907  1.54780  0.90071
H  1.42445  0.73134  0.87330
H  1.37792  -0.37420  -1.61481
H  -1.28140  -0.45659  -2.85439
H  -0.01721  -0.48390  -3.90741
H  -2.15393  1.16892  -0.82763
H  -2.17511  -0.62665  -0.99481
H  -2.00451  0.13676  0.55642
H  -2.55397  3.37957  0.09974
H  -2.03589  3.70593  -1.31819
O  -1.97410  3.11509  -0.57796
H  0.02168  3.57528  -3.39795
H  -0.38968  2.09581  -3.18443
O  -0.54189  2.98783  -2.97890
H  1.37516  -3.76758  1.91090
H  1.32087  -2.70432  0.71383
O  0.80524  -3.19134  1.32063
H  2.83963  -2.26490  -1.28179
H  3.23711  -3.20347  -0.09734
O  2.76186  -2.38594  -0.33981
H  -0.83750  -3.68348  0.77241
H  -2.17269  -4.39160  0.57570
O  -1.68323  -3.62178  0.42705
H  0.74539  3.73003  1.75347
H  2.04764  3.14032  2.30816
O  1.16425  3.27210  2.47144
H  -2.32658  -2.78657  -2.33748
H  -1.67331  -2.77517  -1.08914
O  -1.67414  -2.11166  -1.87129
H  3.27597  -0.64894  -0.13924
H  3.89157  0.47747  0.81946
O  3.34239  0.29802  0.06063
H  2.21022  2.35305  -0.55207
H  0.76912  2.54742  -1.10332
O  1.50332  2.95521  -0.59881

## Properties
- DFT total energy (eV) = -29135.6732
- net charge = +1

No. 2
A cluster of 10 separate species, C5H31N2O10 in total at a distorted geometry, computed with ωB97M-V/def2-TZVPD.

Element x y z (Å)
N  -0.62023  0.50453  1.82363
C  0.57656  1.12024  0.92856
C  0.39052  0.81813  -0.53208
C  0.60321  1.92038  -1.65388
C  0.68725  1.40925  -3.06042
C  1.73013  0.38189  1.49939
N  3.09127  0.82160  1.49251
O  1.58567  -0.77255  1.91156
H  -0.68081  -0.73934  1.67171
H  -0.40599  0.69575  2.83696
H  -1.47432  0.85852  1.47457
H  0.35477  2.20621  1.24204
H  -0.63326  0.43967  -0.78517
H  0.94657  0.03384  -0.87147
H  -0.40433  2.54150  -1.46979
H  1.37729  2.61942  -1.21402
H  1.28266  0.50077  -3.12216
H  1.36436  2.08781  -3.58879
H  -0.14282  0.90933  -3.58945
H  3.67256  0.01944  1.63175
H  3.55309  1.28965  0.81925
H  3.07173  -2.64117  2.84343
H  1.99847  -3.01494  1.77418
O  2.89761  -3.16083  1.99895
H  -3.24778  0.70768  -0.35383
H  -4.40770  1.49905  -0.49054
O  -3.58456  1.55599  -0.00043
H  0.18499  -2.83480  -0.89172
H  1.13296  -1.78942  -0.17511
O  0.39626  -2.19964  -0.27999
H  -4.09794  -2.92005  0.61055
H  -3.24249  -4.01092  0.07884
O  -3.42659  -3.12697  -0.00486
H  -2.82532  -1.69896  -1.04293
H  -2.09599  -1.89583  0.31238
O  -2.21309  -1.34737  -0.42661
H  -1.14640  3.37385  2.12093
H  -2.22355  2.88933  3.06374
O  -1.60709  2.53453  2.44701
H  4.41683  -2.24383  0.37987
H  3.91408  -2.56847  -0.86583
O  3.84000  -1.83761  -0.23976
H  -1.70449  3.66198  0.20324
H  -0.80958  4.72802  0.15838
O  -0.76424  3.85620  0.28100
H  -1.08465  -1.91429  -2.52939
H  0.24383  -2.53043  -3.49246
O  -0.46947  -2.73715  -2.92380

## Properties
- DFT total energy (eV) = -29132.8574
- net charge = +1

No. 3
A cluster of 9 separate species, C5H31N2O9 in total at a distorted geometry, computed with ωB97M-V/def2-TZVPD.

Element x y z (Å)
C  -1.18443  -2.52504  1.50877
O  -0.58070  -3.07546  2.66087
C  -0.24440  -1.44523  0.92809
C  -0.98787  -0.51312  0.03354
C  -0.05887  0.33313  -0.88334
C  0.35793  0.43852  -3.29412
N  0.14682  -0.41921  -2.11369
N  0.32455  -0.67817  2.14282
H  -1.39677  -3.28236  0.76407
H  -2.12589  -2.08406  1.87810
H  -0.15654  -3.92184  2.48415
H  0.60196  -1.89682  0.38830
H  -1.69423  -1.07275  -0.60655
H  -1.65035  0.12331  0.61206
H  -0.51756  1.31396  -1.05986
H  0.92139  0.57351  -0.39958
H  0.37318  -0.16491  -4.22944
H  1.27587  1.03548  -3.24333
H  -0.50191  1.13474  -3.38890
H  0.99970  -1.03465  -1.98118
H  0.16368  -1.22063  2.98401
H  1.37159  -0.58164  2.04874
H  -0.06921  0.29330  2.20214
H  1.38643  3.43095  0.32945
H  0.62075  2.79229  1.57329
O  1.50902  3.08323  1.22799
H  3.01862  -0.72885  -2.81146
H  2.57301  -0.64168  -1.29073
O  2.27204  -0.59516  -2.21927
H  -3.07866  2.20226  -0.30289
H  -3.45411  3.30724  0.71654
O  -2.75013  2.71218  0.45732
H  -1.53601  2.29805  1.56253
H  -0.97506  2.58888  2.97906
O  -0.79523  2.05183  2.19885
H  3.85838  -1.51421  0.46663
H  3.37699  -0.09875  0.88007
O  3.14332  -0.88090  0.32898
H  -1.45744  -3.69415  -2.28405
H  -0.65641  -2.48991  -1.85143
O  -1.25935  -3.15648  -1.49816
H  3.77385  1.45949  2.62669
H  2.64093  1.89471  1.70304
O  3.11720  1.10840  2.01707
H  -2.93288  0.70931  -2.13819
H  -4.15335  1.58736  -2.41554
O  -3.60984  1.24386  -1.69149

## Properties
- spin multiplicity = 2
- DFT total energy (eV) = -27079.5887
- ⟨S²⟩ = 0.754
- net charge = +2

No. 4
A cluster of 10 separate species, C5H31NO11 in total at a distorted geometry, computed with ωB97M-V/def2-TZVPD.

Element x y z (Å)
C  -1.93556  2.30602  1.32000
C  -1.36011  1.38313  0.22999
N  -0.77625  0.13158  0.65072
C  -1.10133  -1.00842  -0.21730
C  -2.62113  -1.23948  -0.45170
O  -2.72783  -1.81251  -1.77811
C  -0.54118  -2.31398  0.32178
O  -0.18033  -3.16192  -0.79160
H  -2.58668  3.04995  0.86942
H  -1.13229  2.86109  1.80946
H  -2.38260  1.73831  2.13506
H  -2.06185  1.18943  -0.58112
H  -0.64900  2.09969  -0.18802
H  -0.90162  -0.08936  1.63375
H  -0.69171  -0.73074  -1.18899
H  -3.24900  -0.37434  -0.63449
H  -2.97137  -1.95820  0.28696
H  -2.38360  -2.70572  -1.88592
H  0.40691  -2.26066  0.86102
H  -1.16379  -2.85744  1.02632
H  0.45127  -2.63830  -1.30069
O  -1.01982  -0.01322  -3.56795
H  -1.73223  -0.40076  -3.05658
H  -0.93222  -0.10351  -4.51350
O  1.77802  1.01244  0.52666
H  1.03302  0.38148  0.75479
H  1.50816  1.39825  -0.32590
O  3.12238  -0.51957  -1.06360
H  3.45363  -1.34653  -0.70978
H  2.69399  0.04364  -0.34368
O  0.61182  2.19300  -2.00258
H  1.26385  2.31803  -2.70825
H  0.06581  1.42437  -2.21875
O  3.09449  1.45800  -2.94635
H  3.13893  0.49146  -3.01783
H  3.64042  1.36521  -2.14540
O  2.02530  1.82462  3.18382
H  2.40791  2.51580  3.72642
H  2.19030  2.02173  2.25503
O  -0.39182  -1.66769  3.02227
H  0.26956  -1.62925  3.72445
H  -1.17533  -1.87340  3.54416
O  1.25485  -1.99916  -2.77571
H  0.45132  -1.57180  -3.11401
H  1.80193  -1.24570  -2.50579
O  0.07626  0.40219  4.71169
H  -0.57447  0.82930  5.26651
H  0.50297  1.08295  4.17329

## Properties
- SMILES = CCNC(CO)CO.O.O.O.O.O.O.O.O.O
- DFT total energy (eV) = -29700.3338